Entry 1:
A structure of composition C32H31GeN4O6S2SeTl in a non-equilibrium geometry. Source: OMol25; level of theory: ωB97M-V/def2-TZVPD.

The geometry in XYZ format:
```
78
Properties=species:S:1:pos:R:3
Tl -0.44 0.03 0.85
O -3.86 -0.38 3.91
C -3.08 -0.52 2.87
O -1.91 -0.85 2.93
C -3.78 -0.39 1.57
C -5.14 -0.35 1.59
C -5.75 -0.57 0.37
C -5.02 -0.90 -0.74
C -3.63 -0.88 -0.66
N -3.03 -0.54 0.50
C -2.73 -1.11 -1.82
O -3.13 -1.91 -2.81
O -1.67 -0.55 -1.89
H -3.42 -0.74 4.70
H -5.73 -0.23 2.45
H -6.81 -0.60 0.29
H -5.49 -1.06 -1.71
H -3.87 -2.52 -2.60
S 5.04 2.75 -0.17
C 6.65 3.19 -0.03
C 7.42 2.12 0.25
C 6.75 0.88 0.31
C 5.37 1.05 0.14
C 4.28 0.08 0.20
C 3.01 0.42 0.59
N 1.99 -0.45 0.59
C 2.21 -1.74 0.25
C 3.49 -2.21 -0.05
C 3.67 -3.60 -0.36
C 2.63 -4.48 -0.39
C 1.32 -4.02 -0.06
C 0.22 -4.84 -0.06
C -1.03 -4.34 0.40
C -1.19 -2.99 0.66
N -0.13 -2.17 0.58
C 1.10 -2.64 0.20
C -2.15 -5.28 0.34
C -2.09 -6.57 0.80
C -3.22 -7.35 0.50
C -4.12 -6.62 -0.24
S -3.59 -5.04 -0.63
C 4.49 -1.22 -0.17
H 6.94 4.24 -0.10
H 8.48 2.18 0.36
H 7.22 -0.09 0.54
H 2.82 1.46 0.91
H 4.70 -3.99 -0.39
H 2.87 -5.53 -0.52
H 0.28 -5.89 -0.30
H -2.15 -2.65 0.95
H -1.22 -7.00 1.34
H -3.45 -8.33 0.76
H -5.04 -6.95 -0.55
H 5.44 -1.60 -0.62
O 0.23 0.90 2.81
N -0.65 1.70 3.06
O -1.53 1.72 2.16
C 1.74 5.47 -2.57
Ge 0.59 5.21 -1.04
C 1.23 6.28 0.48
C -1.15 5.85 -1.55
C 0.57 3.28 -0.32
Se -0.11 1.78 -1.34
C -1.91 2.46 -1.68
H 1.74 6.57 -2.74
H 1.28 4.99 -3.44
H 2.79 5.18 -2.46
H 1.22 7.35 0.29
H 2.25 6.08 0.81
H 0.55 6.13 1.33
H -1.11 6.96 -1.46
H -1.93 5.54 -0.88
H -1.48 5.64 -2.56
H 0.08 3.29 0.66
H 1.70 3.12 -0.23
H -1.76 3.44 -2.13
H -2.41 2.64 -0.71
H -2.45 1.76 -2.35
```

The total charge is +2. Its multiplicity is 1. As for the HOMO energy: -12.917 eV. The value obtained for the lowest unoccupied orbital energy is -6.3 eV. For the orbital gap, the calculation gives 0.24262 Ha.

Entry 2:
A structure of composition C12H24MoN2O4S. Source: OMol25; level of theory: ωB97M-V/def2-TZVPD.

The geometry in XYZ format:
```
44
Properties=species:S:1:pos:R:3
Mo 0.13 -0.20 -0.16
C -0.50 -3.01 -0.68
C 0.34 -3.11 0.58
O 0.92 -1.75 0.84
C 1.35 -1.52 2.26
C 1.38 -0.02 2.49
O 0.22 0.47 1.72
C -0.51 1.75 1.94
C -1.87 1.50 1.30
O -1.65 0.67 0.07
C -2.86 -0.08 -0.38
C -2.38 -1.23 -1.25
O -1.14 -1.68 -0.56
H -1.27 -3.79 -0.68
H 0.07 -3.03 -1.61
H 1.16 -3.82 0.48
H -0.26 -3.35 1.46
H 2.34 -1.98 2.39
H 0.62 -2.02 2.89
H 2.27 0.48 2.13
H 1.23 0.19 3.55
H 0.07 2.55 1.48
H -0.62 1.92 3.01
H -2.35 2.43 1.01
H -2.52 0.92 1.96
H -3.51 0.60 -0.93
H -3.36 -0.44 0.52
H -2.11 -0.95 -2.27
H -3.10 -2.04 -1.25
S 0.97 0.74 -1.96
C 2.68 1.02 -2.53
N 3.09 2.26 -2.51
C 4.39 2.67 -3.15
C 4.75 1.67 -4.23
C 4.70 0.26 -3.69
N 3.37 0.03 -3.03
H 2.50 2.98 -2.13
H 5.13 2.74 -2.35
H 4.22 3.67 -3.55
H 5.76 1.88 -4.58
H 4.08 1.78 -5.08
H 5.47 0.06 -2.94
H 4.79 -0.49 -4.48
H 2.96 -0.89 -3.09
```

The total charge is +4. Its multiplicity is 1. As for the HOMO energy (spin up / spin down): -22.622 / -22.621 eV. The value obtained for the lowest unoccupied orbital energy (spin up / spin down) is -15.6 / -15.6 eV. For the orbital gap (spin up / spin down), the calculation gives 0.25795 / 0.25787 Ha.

Entry 3:
The molecule C17H23NO3S. Source: OMol25; level of theory: ωB97M-V/def2-TZVPD.

The geometry in XYZ format:
```
45
Properties=species:S:1:pos:R:3
C 1.34 3.56 0.14
C 2.23 3.39 -1.09
O 2.06 2.07 -1.62
C 3.14 1.29 -1.71
O 4.26 1.64 -1.44
C 2.78 -0.10 -2.22
C 3.82 -1.13 -1.76
C 3.35 -1.83 -0.48
C 2.57 -0.86 0.39
N 1.35 -0.45 -0.29
C 0.35 0.04 0.46
O 0.45 0.13 1.68
C -0.94 0.43 -0.23
S -1.73 -1.00 -1.03
C -2.07 -2.02 0.46
C -3.11 -1.37 1.33
C -2.73 -0.63 2.44
C -3.69 0.00 3.22
C -5.03 -0.11 2.89
C -5.41 -0.85 1.78
C -4.45 -1.47 1.00
C 1.38 -0.50 -1.74
H 1.51 4.55 0.57
H 1.57 2.81 0.89
H 0.29 3.47 -0.13
H 3.28 3.53 -0.83
H 1.94 4.09 -1.88
H 2.77 -0.03 -3.31
H 3.99 -1.87 -2.54
H 4.76 -0.60 -1.58
H 4.21 -2.19 0.08
H 2.72 -2.68 -0.72
H 2.28 -1.31 1.34
H 3.18 0.02 0.61
H -0.78 1.17 -1.02
H -1.63 0.83 0.51
H -1.13 -2.15 0.99
H -2.41 -2.97 0.07
H -1.69 -0.53 2.70
H -3.39 0.57 4.08
H -5.78 0.37 3.50
H -6.46 -0.94 1.51
H -4.75 -2.04 0.12
H 1.15 -1.52 -2.08
H 0.63 0.17 -2.16
```

Its multiplicity is 1. As for the HOMO energy: -8.567 eV. The value obtained for the lowest unoccupied orbital energy is 0.6 eV. For the orbital gap, the calculation gives 0.33593 Ha.

Entry 4:
A cluster of 2 separate species, C5H14OSi in total in a non-equilibrium geometry. Source: OMol25; level of theory: ωB97M-V/def2-TZVPD.

The geometry in XYZ format:
```
21
Properties=species:S:1:pos:R:3
C -2.59 -0.67 -0.55
C -1.86 1.25 0.83
C 1.99 1.89 -0.57
C 2.27 -2.07 0.63
C -1.60 -0.18 0.50
O 2.28 0.63 -0.20
Si 1.35 -0.76 -0.46
H -3.52 -0.12 -0.46
H -2.33 -0.47 -1.53
H -2.73 -1.75 -0.42
H -2.89 1.31 1.10
H -1.79 1.87 0.00
H -1.20 1.52 1.62
H 0.98 2.14 -0.26
H 1.99 2.01 -1.63
H 2.68 2.65 -0.15
H 3.37 -2.01 0.76
H 1.67 -2.39 1.39
H 2.12 -2.90 -0.14
H -1.68 -0.72 1.35
H 1.50 -1.24 -1.80
```

Its multiplicity is 1. As for the HOMO energy (spin up / spin down): -8.064 / -7.529 eV. The value obtained for the lowest unoccupied orbital energy (spin up / spin down) is -0.1 / 0.3 eV. For the orbital gap (spin up / spin down), the calculation gives 0.29137 / 0.28633 Ha.

Entry 5:
The molecule C4H7N in a non-equilibrium geometry. Source: OMol25; level of theory: ωB97M-V/def2-TZVPD.

The geometry in XYZ format:
```
12
Properties=species:S:1:pos:R:3
C -2.23 0.84 -1.24
N -0.97 1.03 -1.03
C -0.31 0.31 -0.07
C 1.01 0.39 0.37
C 1.69 -0.83 0.92
H -2.67 0.66 -0.28
H -2.76 0.84 -2.13
H -0.71 -0.59 0.29
H 1.59 1.10 -0.17
H 0.85 -1.57 1.15
H 2.39 -1.28 0.21
H 2.11 -0.89 1.97
```

Its multiplicity is 1. As for the HOMO energy: -8.227 eV. The value obtained for the lowest unoccupied orbital energy is 0.2 eV. For the orbital gap, the calculation gives 0.30893 Ha.

Entry 6:
A cluster of 4 separate species, C7H18O3 in total in a non-equilibrium geometry. Source: OMol25; level of theory: ωB97M-V/def2-TZVPD.

The geometry in XYZ format:
```
28
Properties=species:S:1:pos:R:3
C 1.69 -1.85 0.56
C 1.23 -0.64 0.24
C 1.06 0.46 1.21
C 1.63 0.42 2.41
C 0.03 1.52 0.92
C -0.29 1.95 -0.53
C 0.86 2.00 -1.54
H 1.87 -2.16 1.59
H 1.84 -2.67 -0.13
H 0.83 -0.55 -0.76
H 1.39 1.20 3.12
H 2.26 -0.37 2.77
H -0.94 1.10 1.21
H 0.21 2.38 1.56
H -0.87 2.88 -0.51
H -1.04 1.27 -0.95
H 1.72 1.38 -1.34
H 1.15 3.05 -1.66
H 0.53 1.78 -2.57
O -1.90 -0.79 -2.72
H -1.10 -0.50 -3.19
H -1.63 -1.66 -2.44
O -3.31 0.42 1.60
H -2.52 0.65 2.10
H -3.12 -0.03 0.77
O -0.97 -3.72 -0.71
H -0.47 -3.56 0.12
H -0.12 -3.98 -1.12
```

Its multiplicity is 1. As for the HOMO energy: -9.114 eV. The value obtained for the lowest unoccupied orbital energy is 0.3 eV. For the orbital gap, the calculation gives 0.34707 Ha.

Entry 7:
A cluster of 2 separate species, CHClS in total in a non-equilibrium geometry. Source: OMol25; level of theory: ωB97M-V/def2-TZVPD.

The geometry in XYZ format:
```
4
Properties=species:S:1:pos:R:3
C -1.64 -1.11 0.65
S -2.34 -0.55 -0.59
Cl 1.52 0.69 -0.40
H 2.46 0.97 0.34
```

Its multiplicity is 1. As for the HOMO energy: -11.170 eV. The value obtained for the lowest unoccupied orbital energy is 0.0 eV. For the orbital gap, the calculation gives 0.40961 Ha.

Entry 8:
A structure of composition C29H32AsIN2O2PSTi in a non-equilibrium geometry. Source: OMol25; level of theory: ωB97M-V/def2-TZVPD.

The geometry in XYZ format:
```
70
Properties=species:S:1:pos:R:3
Ti -0.19 -1.20 -0.38
C 3.66 -1.86 1.44
C 2.24 -1.56 1.10
N 1.76 -1.56 -0.14
O 2.77 -1.88 -1.06
C 1.25 -1.26 2.09
C 1.47 -1.05 3.54
N 0.08 -1.16 1.49
O -1.07 -0.81 1.98
H 4.09 -2.56 0.73
H 3.74 -2.27 2.45
H 4.27 -0.95 1.39
H 2.31 -1.89 -1.91
H 2.25 -0.30 3.72
H 1.75 -1.97 4.06
H 0.54 -0.68 3.98
I -2.97 -0.87 -0.89
C -3.77 1.00 -0.44
C -5.13 0.89 -0.35
C -5.94 2.04 -0.22
C -5.35 3.26 -0.22
C -3.94 3.39 -0.29
C -3.42 4.71 -0.28
C -2.08 4.92 -0.32
C -1.22 3.81 -0.32
C -1.66 2.51 -0.34
P -0.28 1.28 -0.23
C 0.67 1.59 -1.77
C 0.49 0.62 -2.75
C 1.11 0.71 -3.99
C 1.92 1.80 -4.26
C 2.12 2.77 -3.28
C 1.50 2.67 -2.05
C 0.77 1.92 1.12
C 0.22 2.56 2.23
C 1.03 2.95 3.29
C 2.39 2.68 3.26
C 2.94 2.01 2.17
C 2.13 1.63 1.11
C -3.08 2.25 -0.36
H -5.59 -0.08 -0.41
H -7.01 1.93 -0.15
H -5.95 4.16 -0.16
H -4.11 5.54 -0.25
H -1.68 5.92 -0.31
H -0.16 4.00 -0.28
H -0.16 -0.23 -2.57
H 0.96 -0.06 -4.74
H 2.40 1.90 -5.23
H 2.76 3.62 -3.49
H 1.70 3.41 -1.29
H -0.85 2.75 2.27
H 0.59 3.46 4.13
H 3.02 2.98 4.09
H 4.00 1.79 2.15
H 2.57 1.12 0.26
C -1.77 -5.63 -1.02
As -0.14 -4.66 -0.93
C 0.20 -4.47 0.93
C 1.22 -5.80 -1.60
S -0.27 -2.96 -2.22
H -1.62 -6.62 -0.58
H -2.06 -5.72 -2.06
H -2.54 -5.10 -0.47
H 0.13 -5.49 1.34
H -0.54 -3.83 1.39
H 1.20 -4.07 1.08
H 1.22 -6.74 -1.04
H 2.17 -5.29 -1.50
H 1.01 -5.98 -2.64
```

The total charge is +1. Its multiplicity is 3. As for the HOMO energy (spin up / spin down): -9.239 / -10.179 eV. The value obtained for the lowest unoccupied orbital energy (spin up / spin down) is -2.4 / -2.8 eV. For the orbital gap (spin up / spin down), the calculation gives 0.25257 / 0.27207 Ha.

What did the third record say?
The molecule C17H23NO3S. Source: OMol25; level of theory: ωB97M-V/def2-TZVPD.

The geometry in XYZ format:
```
45
Properties=species:S:1:pos:R:3
C 1.34 3.56 0.14
C 2.23 3.39 -1.09
O 2.06 2.07 -1.62
C 3.14 1.29 -1.71
O 4.26 1.64 -1.44
C 2.78 -0.10 -2.22
C 3.82 -1.13 -1.76
C 3.35 -1.83 -0.48
C 2.57 -0.86 0.39
N 1.35 -0.45 -0.29
C 0.35 0.04 0.46
O 0.45 0.13 1.68
C -0.94 0.43 -0.23
S -1.73 -1.00 -1.03
C -2.07 -2.02 0.46
C -3.11 -1.37 1.33
C -2.73 -0.63 2.44
C -3.69 0.00 3.22
C -5.03 -0.11 2.89
C -5.41 -0.85 1.78
C -4.45 -1.47 1.00
C 1.38 -0.50 -1.74
H 1.51 4.55 0.57
H 1.57 2.81 0.89
H 0.29 3.47 -0.13
H 3.28 3.53 -0.83
H 1.94 4.09 -1.88
H 2.77 -0.03 -3.31
H 3.99 -1.87 -2.54
H 4.76 -0.60 -1.58
H 4.21 -2.19 0.08
H 2.72 -2.68 -0.72
H 2.28 -1.31 1.34
H 3.18 0.02 0.61
H -0.78 1.17 -1.02
H -1.63 0.83 0.51
H -1.13 -2.15 0.99
H -2.41 -2.97 0.07
H -1.69 -0.53 2.70
H -3.39 0.57 4.08
H -5.78 0.37 3.50
H -6.46 -0.94 1.51
H -4.75 -2.04 0.12
H 1.15 -1.52 -2.08
H 0.63 0.17 -2.16
```

Its multiplicity is 1. As for the HOMO energy: -8.567 eV. The value obtained for the lowest unoccupied orbital energy is 0.6 eV. For the orbital gap, the calculation gives 0.33593 Ha.

Question: What is the multiplicity in the fifth record?
Answer: 1

Question: Which of these has the highest multiplicity?
Answer: C29H32AsIN2O2PSTi

Question: Which formula does entry 6 have?
Answer: C7H18O3